# 1
57
Properties=species:S:1:pos:R:3:mulliken_charge:R:1 method="wB97M-V/def2-TZVPD" charge=-1 lumo_energy_ha=0.11309 spin_multiplicity=1 smiles="CCOC(=O)[C@@]1([C@H]([O-])c2ccccc2)CCCCCCCCCCC1=O"
C -3.954 0.309 -2.970 -0.477
C -3.653 -0.862 -2.271 -0.789
C -2.468 -0.957 -1.538 0.144
C -1.609 0.136 -1.473 -0.382
C -0.242 0.016 -0.699 1.657
O 0.719 0.473 -1.440 -1.018
C -1.882 1.301 -2.184 -0.350
C -3.072 1.394 -2.910 -0.605
H -4.873 0.377 -3.560 0.348
H -4.334 -1.714 -2.286 0.371
H -2.202 -1.877 -1.014 0.208
H -0.023 -1.071 -0.746 -0.928
H -1.152 2.113 -2.163 0.364
H -3.298 2.322 -3.437 0.384
C -4.305 2.884 0.563 -1.246
C -3.805 1.547 1.042 -0.210
O -2.359 1.585 0.881 -0.260
C -1.764 0.398 1.145 -1.465
C -0.299 0.362 0.736 4.095
C 0.244 -0.808 1.531 0.313
O 1.050 -0.638 2.434 -0.664
C -0.227 -2.238 1.217 -1.237
C 0.682 -3.113 0.355 -0.869
C 2.179 -3.157 0.725 -1.001
C 3.095 -2.363 -0.225 -0.617
C 4.158 -1.505 0.485 -0.784
C 4.466 -0.177 -0.215 -1.320
C 3.309 0.806 -0.362 0.052
C 2.870 1.462 0.934 -0.576
C 1.613 2.322 0.759 -1.086
C 0.276 1.762 1.219 -1.264
O -2.396 -0.515 1.657 -0.683
H -5.398 2.900 0.563 0.407
H -3.962 3.685 1.227 0.298
H -3.964 3.101 -0.455 0.251
H -4.041 1.374 2.101 0.326
H -4.213 0.728 0.432 0.257
H -0.352 -2.708 2.205 0.550
H -1.229 -2.195 0.774 0.109
H 0.299 -4.139 0.442 0.510
H 0.570 -2.845 -0.705 0.421
H 2.315 -2.846 1.770 0.507
H 2.490 -4.212 0.657 0.470
H 3.629 -3.095 -0.855 0.547
H 2.500 -1.751 -0.922 0.367
H 3.871 -1.324 1.531 0.380
H 5.090 -2.089 0.505 0.358
H 5.262 0.326 0.347 0.361
H 4.842 -0.381 -1.225 0.345
H 3.631 1.609 -1.047 0.380
H 2.420 0.356 -0.855 -0.178
H 2.708 0.723 1.732 0.173
H 3.697 2.120 1.257 0.494
H 1.768 3.220 1.373 0.542
H 1.534 2.662 -0.281 0.300
H -0.467 2.508 0.921 0.242
H 0.260 1.702 2.317 0.477

---

# 2
12
Properties=species:S:1:pos:R:3:mulliken_charge:R:1 method="wB97M-V/def2-TZVPD" charge=0 relative_energy_kcal_mol=116.0 lumo_energy_ha=0.01107 spin_multiplicity=1
C -0.613 1.153 0.269 -0.170
C 0.742 0.630 -0.096 0.705
H -2.813 -1.005 -0.673 0.299
H -1.055 -1.197 -0.668 0.309
H -0.596 2.258 0.723 0.286
H 0.346 -1.077 0.822 0.315
H 2.644 -0.020 -0.238 0.420
N -1.851 -0.837 -0.120 -0.449
N -1.705 0.504 0.086 -0.321
N 0.904 -0.763 0.043 -0.310
O 1.698 1.303 -0.313 -0.617
O 2.298 -0.950 0.165 -0.466

---

# 3
57
Properties=species:S:1:pos:R:3:mulliken_charge:R:1 method="wB97M-V/def2-TZVPD" charge=0 relative_energy_kcal_mol=19.5 lumo_energy_ha=0.01619 spin_multiplicity=1 smiles="COCCNC(=O)C1CCN(C(=O)[C@@H]2CC(=O)N(c3ccc(C)cc3)C2)CC1"
C -7.072 -2.085 1.693 -0.707
H -7.275 -1.840 2.734 0.253
O -5.686 -1.918 1.512 -0.348
C -5.208 -2.309 0.243 -0.438
C -5.471 -1.253 -0.841 -0.875
N -4.893 0.011 -0.453 -0.152
C -3.811 0.537 -1.074 0.184
O -3.368 0.079 -2.106 -0.662
C -3.235 1.749 -0.342 0.169
C -2.436 2.668 -1.272 -1.207
C -1.116 2.031 -1.703 -0.962
N -0.347 1.616 -0.544 0.060
C 0.765 2.305 -0.207 0.356
O 1.178 3.229 -0.881 -0.706
C 1.511 1.833 1.051 0.203
C 2.686 2.757 1.357 -0.973
C 3.942 1.971 1.034 0.528
O 5.068 2.402 1.111 -0.675
N 3.576 0.707 0.669 0.166
C 4.438 -0.312 0.234 0.690
C 4.020 -1.640 0.239 -0.194
C 4.864 -2.644 -0.202 -1.027
C 6.142 -2.362 -0.659 0.846
C 6.552 -1.033 -0.663 -0.804
C 5.721 -0.021 -0.230 -0.533
H 6.065 0.999 -0.240 0.435
H 7.542 -0.785 -1.017 0.374
C 7.057 -3.444 -1.145 -1.390
H 7.209 -3.354 -2.221 0.297
H 6.642 -4.428 -0.938 0.337
H 8.031 -3.365 -0.665 0.352
H 4.514 -3.667 -0.186 0.273
H 3.037 -1.912 0.591 0.347
C 2.159 0.454 0.820 -1.208
H 1.985 -0.207 1.680 0.435
H 1.773 -0.034 -0.081 0.725
H 2.718 3.084 2.396 0.331
H 2.658 3.642 0.717 0.297
H 0.809 1.805 1.887 0.616
C -1.053 0.639 0.250 -0.890
H -0.435 0.263 1.063 0.487
C -2.338 1.262 0.807 -0.820
H -2.863 0.528 1.422 0.456
H -2.075 2.114 1.438 0.423
H -1.312 -0.202 -0.403 0.317
H -0.515 2.747 -2.264 0.521
H -1.319 1.154 -2.323 0.392
H -3.025 2.895 -2.160 0.406
H -2.226 3.603 -0.747 0.451
H -4.075 2.314 0.078 0.450
H -5.153 0.342 0.464 0.342
H -6.547 -1.129 -1.002 0.357
H -5.001 -1.555 -1.778 0.395
H -4.129 -2.433 0.370 0.313
H -5.645 -3.269 -0.058 0.390
H -7.372 -3.121 1.500 0.307
H -7.658 -1.421 1.048 0.292

---

# 4
24
Properties=species:S:1:pos:R:3:mulliken_charge:R:1 method="wB97M-V/def2-TZVPD" charge=0 relative_energy_kcal_mol=80.3 lumo_energy_ha=0.03376 spin_multiplicity=1 smiles=C[C@H](N)CN(C)C.O
N -1.102 -0.812 0.928 -0.487
C -0.926 0.563 0.412 0.526
C -1.343 1.536 1.514 -1.648
C 0.364 0.850 -0.246 -0.962
N 1.272 -0.341 0.122 0.080
C 2.586 0.143 0.424 -1.038
C 1.353 -1.243 -0.999 -1.386
H -0.242 -1.341 1.064 0.223
H -1.604 -0.948 1.754 0.239
H -1.685 0.749 -0.444 0.383
H -2.300 1.418 1.883 0.440
H -0.561 1.299 2.378 0.294
H -1.178 2.524 1.159 0.393
H 0.168 0.929 -1.400 0.308
H 0.641 1.899 -0.154 0.444
H 2.717 0.791 1.313 0.289
H 2.996 0.642 -0.482 0.381
H 3.246 -0.737 0.445 0.298
H 1.975 -2.136 -0.616 0.408
H 0.300 -1.811 -1.145 0.369
H 1.669 -0.913 -1.824 0.586
H -1.118 -0.664 -1.672 0.254
H -2.507 -1.195 -1.459 0.344
O -1.988 -0.443 -1.848 -0.738

---

Repeat the third record exactly.
57
Properties=species:S:1:pos:R:3:mulliken_charge:R:1 method="wB97M-V/def2-TZVPD" charge=0 relative_energy_kcal_mol=19.5 lumo_energy_ha=0.01619 spin_multiplicity=1 smiles="COCCNC(=O)C1CCN(C(=O)[C@@H]2CC(=O)N(c3ccc(C)cc3)C2)CC1"
C -7.072 -2.085 1.693 -0.707
H -7.275 -1.840 2.734 0.253
O -5.686 -1.918 1.512 -0.348
C -5.208 -2.309 0.243 -0.438
C -5.471 -1.253 -0.841 -0.875
N -4.893 0.011 -0.453 -0.152
C -3.811 0.537 -1.074 0.184
O -3.368 0.079 -2.106 -0.662
C -3.235 1.749 -0.342 0.169
C -2.436 2.668 -1.272 -1.207
C -1.116 2.031 -1.703 -0.962
N -0.347 1.616 -0.544 0.060
C 0.765 2.305 -0.207 0.356
O 1.178 3.229 -0.881 -0.706
C 1.511 1.833 1.051 0.203
C 2.686 2.757 1.357 -0.973
C 3.942 1.971 1.034 0.528
O 5.068 2.402 1.111 -0.675
N 3.576 0.707 0.669 0.166
C 4.438 -0.312 0.234 0.690
C 4.020 -1.640 0.239 -0.194
C 4.864 -2.644 -0.202 -1.027
C 6.142 -2.362 -0.659 0.846
C 6.552 -1.033 -0.663 -0.804
C 5.721 -0.021 -0.230 -0.533
H 6.065 0.999 -0.240 0.435
H 7.542 -0.785 -1.017 0.374
C 7.057 -3.444 -1.145 -1.390
H 7.209 -3.354 -2.221 0.297
H 6.642 -4.428 -0.938 0.337
H 8.031 -3.365 -0.665 0.352
H 4.514 -3.667 -0.186 0.273
H 3.037 -1.912 0.591 0.347
C 2.159 0.454 0.820 -1.208
H 1.985 -0.207 1.680 0.435
H 1.773 -0.034 -0.081 0.725
H 2.718 3.084 2.396 0.331
H 2.658 3.642 0.717 0.297
H 0.809 1.805 1.887 0.616
C -1.053 0.639 0.250 -0.890
H -0.435 0.263 1.063 0.487
C -2.338 1.262 0.807 -0.820
H -2.863 0.528 1.422 0.456
H -2.075 2.114 1.438 0.423
H -1.312 -0.202 -0.403 0.317
H -0.515 2.747 -2.264 0.521
H -1.319 1.154 -2.323 0.392
H -3.025 2.895 -2.160 0.406
H -2.226 3.603 -0.747 0.451
H -4.075 2.314 0.078 0.450
H -5.153 0.342 0.464 0.342
H -6.547 -1.129 -1.002 0.357
H -5.001 -1.555 -1.778 0.395
H -4.129 -2.433 0.370 0.313
H -5.645 -3.269 -0.058 0.390
H -7.372 -3.121 1.500 0.307
H -7.658 -1.421 1.048 0.292

---

Question: Look up the charge of the second one.
Answer: 0